Formula: C48H44BrCuNO4P2
Source: the OMol25 dataset
Level of theory: wB97M-V/def2-TZVPD

```
101
Properties=species:S:1:pos:R:3:forces:R:3
Cu 14.386920 9.806192 13.632907 0.92 0.12 0.70
C 10.168718 10.751541 16.483021 0.22 -1.26 2.68
N 11.547337 10.437189 16.812480 3.22 0.76 0.92
C 12.446262 11.551766 16.474022 -6.28 1.32 -1.26
P 12.315517 13.228834 17.345118 -0.24 -0.56 1.96
C 11.418389 12.714152 18.973684 -0.44 2.13 -1.41
C 10.066765 12.803614 19.217581 -6.45 -0.95 3.90
C 9.396039 12.443141 20.514158 0.52 -2.93 2.45
C 10.247465 11.802263 21.501278 -2.69 2.28 -4.11
C 11.537696 11.991149 21.218534 4.49 0.12 3.20
C 12.131759 12.623355 20.138102 2.89 -0.34 -0.72
C 10.965169 14.110431 16.604347 -0.56 -0.56 -3.47
C 10.635153 13.889513 15.222839 -0.69 0.78 0.94
C 9.456510 14.551452 14.708265 2.51 -3.51 -1.78
C 8.565520 15.163382 15.534085 0.28 1.13 1.26
C 8.948586 15.472529 16.859499 -1.35 -0.07 -0.32
C 10.180374 14.998743 17.290102 -1.01 1.18 1.92
C 11.995163 9.819667 18.143441 -3.90 1.86 -4.40
C 11.029047 9.610175 19.032467 -5.79 -3.61 5.44
C 11.160196 8.690009 20.179864 -1.59 3.61 0.31
C 12.444964 8.252783 20.359413 -0.96 -0.02 0.21
C 13.477642 8.715270 19.627083 -8.51 3.94 -5.94
C 13.241133 9.438076 18.423040 -4.16 -4.30 6.39
P 9.925073 10.604390 14.701269 0.22 -0.65 -0.98
C 9.764055 8.736828 14.471234 2.74 3.73 -1.38
C 10.894726 8.230675 13.763925 -1.19 -3.78 1.25
C 10.853829 6.759935 13.707913 -2.60 4.82 0.78
C 9.643239 6.185032 14.126794 0.56 -1.22 -1.47
C 8.456525 6.768791 14.486433 -0.32 -0.23 0.10
C 8.580393 8.151178 14.735059 -2.36 -0.95 2.51
C 8.267536 11.263667 14.345428 0.67 0.60 -1.14
C 7.498860 11.961753 15.258901 -0.02 0.17 -1.16
C 6.269645 12.435297 14.834834 -1.52 -1.71 -0.13
C 5.677668 12.008009 13.626433 2.61 1.78 -0.73
C 6.617886 11.700107 12.571170 -0.48 -0.79 3.11
C 7.909370 11.330953 12.944171 0.09 -0.15 1.03
H 9.899160 11.682103 16.954744 -0.35 0.79 -0.35
H 9.690170 10.023462 17.131283 -1.15 -0.32 -0.61
H 12.354682 11.756853 15.404702 0.44 -0.06 0.06
H 13.326938 11.330766 16.775356 6.16 -1.77 1.15
H 9.014038 13.037894 18.918564 1.84 0.44 -2.96
H 8.145743 12.246997 20.933566 3.65 1.34 -2.47
H 9.904717 11.252066 22.310407 -0.57 -0.68 1.51
H 12.183971 11.723223 22.102254 -0.10 0.23 -1.16
H 13.251680 12.980965 19.997366 -2.19 -1.31 1.05
H 11.204724 13.128683 14.601938 -0.87 1.36 0.66
H 9.300477 14.185431 13.642755 -0.57 1.15 1.35
H 7.611922 15.471224 15.186631 -0.71 0.23 -0.41
H 8.168328 15.965846 17.570927 1.85 -0.73 -1.35
H 10.428685 15.278506 18.312287 0.22 -0.26 -0.06
H 9.859991 9.763769 19.130351 2.60 0.88 -1.63
H 10.260233 8.840557 21.058578 2.69 -1.36 -2.78
H 12.834074 7.502002 20.929554 -0.16 -1.89 2.73
H 14.288345 8.420046 19.920977 9.34 -2.80 2.48
H 13.970616 9.853689 18.070569 8.15 3.98 -4.86
H 11.722737 8.845261 13.380354 -0.67 -0.48 0.59
H 11.379545 6.217019 13.015851 2.07 -1.38 -0.94
H 9.561495 5.146241 13.902488 0.10 -0.85 0.02
H 7.577980 6.043239 14.429238 0.89 1.72 0.84
H 7.876344 8.743481 15.434484 0.61 -1.04 -1.79
H 7.823837 12.293792 16.227132 0.34 -0.46 0.38
H 5.703323 12.870401 15.627999 -0.75 0.55 0.09
H 4.665038 12.262741 13.365751 -0.22 -0.04 0.09
H 6.234187 11.617828 11.600893 -0.12 0.01 -1.42
H 8.706179 11.116335 12.211603 -0.64 -0.16 0.30
C 17.078575 8.448194 15.637469 1.42 -2.98 -1.27
O 16.449688 9.384025 15.925931 -0.93 2.89 1.73
C 15.720641 10.524780 14.998965 -1.72 0.96 -0.40
C 15.847979 11.696360 15.614041 -3.13 0.62 -4.12
H 5.888018 3.356206 17.675370 0.07 0.08 -0.11
H 15.660430 7.623527 14.168266 -2.28 1.65 -2.03
H 14.943426 7.989729 13.595759 2.22 -1.52 1.80
H 13.279481 10.986765 13.814522 -2.64 -1.27 -1.70
H 16.458984 12.172519 16.196297 4.47 0.48 4.80
H 15.450502 12.772799 15.364648 -0.87 -2.30 -1.26
O 5.570935 19.462421 9.040910 -1.29 -0.46 -0.12
C 5.635281 18.630698 10.039304 2.47 2.49 -0.73
C 6.927791 18.578724 10.676426 -2.54 -3.74 3.41
C 7.102789 17.725337 11.808494 -1.09 0.67 -3.00
C 6.044785 16.897852 12.218018 -0.94 2.24 -1.28
C 4.771486 17.096313 11.689441 0.91 0.27 -0.89
C 4.553631 17.942801 10.570993 0.62 -0.50 1.48
C 3.238791 18.123809 10.012360 -3.67 -1.12 -1.08
O 3.020771 19.020535 8.998094 2.70 -0.18 1.43
O 2.281185 17.411037 10.372716 1.21 1.11 -0.22
H 4.020564 19.425870 8.877492 -0.99 -0.49 -0.21
H 7.754551 18.963296 10.233291 2.08 1.66 -1.28
H 8.082313 17.580017 12.185833 0.83 -0.03 0.55
H 6.192205 16.189610 12.942879 0.28 -1.58 1.89
H 3.945175 16.564852 12.100537 -0.57 -0.36 0.07
Br 11.544590 13.583120 8.791527 0.95 -0.89 1.17
C 12.340684 12.481850 10.262169 -0.93 -0.43 -0.07
C 11.861032 11.105603 10.327821 0.89 1.91 2.15
C 12.092094 10.395439 11.557382 -2.36 0.02 -1.39
C 12.682345 11.084863 12.674591 2.30 -1.86 0.55
C 13.238266 12.297664 12.474775 1.30 4.53 0.73
C 13.062974 13.106299 11.293166 -1.44 -1.56 0.38
H 11.114367 10.799649 9.577822 0.82 -0.24 0.42
H 11.423532 9.457848 11.570675 1.70 1.31 0.54
H 13.728425 12.789298 13.471515 -0.94 -0.87 -2.87
H 13.196965 14.185902 11.323491 0.38 -0.36 -0.22
```
Positions in Å, forces in eV/Å.

Summary:
Charge: -2
E, eV: -193405.2199
HOMO (spin up / spin down), eV: 0.560 / 0.561
Spin multiplicity: 2
LUMO (spin up / spin down), eV: 2.332 / 2.285



Formula: CHCl2OPS
Source: the OMol25 dataset
Level of theory: wB97M-V/def2-TZVPD

```
7
Properties=species:S:1:pos:R:3:forces:R:3
C 0.222988 2.786955 0.092973 1.22 0.01 1.20
O -2.279338 0.559660 -0.942837 -0.54 -0.04 0.83
P -1.016931 0.977076 -1.514803 -0.87 1.71 0.35
S -0.426881 3.157049 1.415471 -0.31 0.23 0.33
Cl -1.086614 3.040741 -2.053166 -0.32 -1.33 -0.40
Cl -0.647989 0.195980 -3.203426 0.51 -1.19 -2.87
H 0.142897 0.555673 -0.904817 0.32 0.61 0.55
```
Positions in Å, forces in eV/Å.

Summary:
Charge: 0
E, eV: -48268.2322
HOMO, eV: -10.286
LUMO, eV: -0.653



Formula: C6H11NSSi2
Source: the OMol25 dataset
Level of theory: wB97M-V/def2-TZVPD

```
21
Properties=species:S:1:pos:R:3:forces:R:3
C 0.713267 -1.801139 1.070246 -3.21 1.57 0.24
C 0.943884 -0.611951 1.766028 2.78 -1.45 -0.09
C -0.585928 -2.029342 0.583573 0.10 -1.19 -0.86
C -0.026283 0.344844 1.875433 0.98 1.88 1.41
C -1.603173 -1.069095 0.687145 1.43 -1.01 0.06
C -1.298403 0.137144 1.353807 -1.19 -0.22 -0.77
N 0.714678 1.009336 -1.203240 -0.73 0.52 0.66
Si 0.432139 0.000334 -2.556227 0.13 0.32 -0.59
Si 0.265657 2.529488 -0.704771 0.14 -0.91 1.19
S -2.517657 1.358336 1.393568 0.53 1.23 -0.51
H 1.381984 -2.561140 0.947051 2.06 -1.63 -0.09
H 2.015356 -0.553481 2.157043 -1.68 0.61 -0.28
H -0.749878 -3.033766 0.042113 0.00 1.75 0.84
H 0.248318 1.342410 2.398704 -0.80 -1.76 -0.89
H -2.550729 -1.295083 0.194729 0.11 0.50 0.46
H 0.848653 0.460620 -0.353172 0.55 -0.13 0.35
H -0.178098 -1.193483 -2.035180 -0.24 -0.64 -0.23
H -0.408015 0.869260 -3.373978 -0.31 -0.12 -0.54
H 1.749769 -0.174009 -3.191514 -0.07 -0.31 -0.20
H -0.931237 3.308982 -0.963754 0.09 0.23 -0.58
H 1.535696 2.961734 -0.087606 -0.67 0.76 0.41
```
Positions in Å, forces in eV/Å.

Summary:
Charge: 0
E, eV: -34478.0303
HOMO (spin up / spin down), eV: -6.854 / -6.816
LUMO (spin up / spin down), eV: -1.844 / -1.882



Formula: C3H4NO2S
Source: the OMol25 dataset
Level of theory: wB97M-V/def2-TZVPD

```
11
Properties=species:S:1:pos:R:3:forces:R:3
C -1.644570 -2.348887 0.628210 -1.20 -0.82 -1.28
C 1.913507 1.345821 -0.131341 -0.77 2.36 2.88
C 1.152060 0.390749 -0.582750 -2.59 1.85 3.39
N -0.999750 -1.433485 0.446758 1.09 0.27 0.66
O -0.792882 1.134937 1.296566 0.58 -0.12 -0.01
O -2.553623 0.134703 -0.928890 1.86 0.42 0.69
S -0.660103 0.415390 0.077951 -0.82 0.15 -1.83
H -2.385119 -3.126344 0.399638 0.53 0.15 0.83
H 2.837903 1.559996 -0.563253 1.53 -0.17 -0.97
H 1.748776 2.100960 0.730266 -0.41 -1.62 -1.39
H 1.383806 -0.173839 -1.373159 0.21 -2.48 -2.95
```
Positions in Å, forces in eV/Å.

Summary:
Charge: +1
E, eV: -19579.3823
HOMO (spin up / spin down), eV: -15.323 / -15.156
LUMO (spin up / spin down), eV: -6.594 / -6.383



Formula: C15H23BrCl3FN4O5P
Source: the OMol25 dataset
Level of theory: wB97M-V/def2-TZVPD

```
53
Properties=species:S:1:pos:R:3:forces:R:3
C 2.269115 -4.282411 -0.011493 -0.26 -0.11 0.01
C 1.353106 -3.316743 -0.771451 0.10 -0.27 0.33
N -0.075415 -3.481637 -0.350427 -0.32 0.01 -0.48
C -0.868898 -2.382158 -0.568541 0.06 -0.09 0.21
C -1.130431 -1.346936 0.365165 -0.09 0.40 -0.26
P -0.342155 -1.389981 2.055068 0.36 0.11 0.23
N 0.255090 -0.032150 2.449511 -0.67 -0.28 -0.04
O 0.751283 -2.538473 1.950079 -0.18 0.44 0.02
O -1.475390 -2.098645 2.929448 0.04 0.13 -0.24
C -2.040594 -0.343845 0.000520 0.10 -0.17 -0.08
C -2.469927 0.839192 0.834889 0.26 -0.13 0.18
C -1.938723 2.201841 0.306954 -0.14 0.19 0.00
C -0.617337 2.701394 0.887764 0.00 0.15 -0.24
C -0.484075 4.199949 0.602243 -0.34 0.18 0.01
O 0.875967 4.638669 0.550249 0.17 -0.52 -0.26
C 1.633605 4.334443 1.633379 0.16 0.38 -0.31
C 3.097574 4.271079 1.296789 -0.15 0.26 -0.07
O 1.155291 4.129587 2.709169 -0.17 -0.27 0.50
C -2.681174 -0.451808 -1.283521 0.12 0.18 0.14
C -3.765773 0.497680 -1.729540 -0.12 0.06 0.00
C -3.886627 0.646113 -3.241624 -0.16 -0.37 0.31
O -3.456145 1.566922 -3.829317 0.33 0.47 -0.31
Br -4.869374 -0.741013 -4.133787 -0.13 -0.12 0.00
N -2.373721 -1.396795 -2.129853 0.00 -0.18 -0.01
N -1.498244 -2.255367 -1.744455 -0.21 0.14 0.04
F -1.270424 -3.203876 -2.676070 0.06 -0.08 -0.04
H 2.872745 -4.863491 -0.708847 0.04 0.11 0.12
H 1.665607 -4.982444 0.571276 0.06 0.07 -0.03
H 2.928165 -3.756692 0.679622 0.00 -0.08 -0.10
H 1.420294 -3.510217 -1.845622 -0.02 0.23 0.02
H 1.618679 -2.276144 -0.580361 0.05 -0.09 -0.12
H -0.492821 -4.292039 -0.798236 0.19 -0.02 -0.03
H -0.082071 0.370675 3.316673 0.33 0.21 -0.05
H 1.592527 -2.139542 2.230850 -0.05 -0.13 0.09
H -2.155208 -1.481041 3.233505 0.01 -0.14 0.09
H -3.564728 0.865309 0.831573 0.10 -0.07 -0.04
H -2.160345 0.717648 1.872358 0.04 0.03 -0.08
H -2.710600 2.945834 0.542018 0.04 -0.10 -0.03
H -1.858780 2.190957 -0.786684 0.04 0.00 0.15
H 0.234060 2.202618 0.414370 -0.08 -0.16 0.19
H -0.577153 2.535301 1.959510 0.11 -0.13 0.00
H -1.047922 4.782810 1.336765 0.11 -0.04 0.02
H -0.890921 4.434388 -0.386064 0.16 0.02 0.07
H 3.325827 4.929473 0.459151 0.02 -0.05 0.06
H 3.685686 4.542117 2.171502 -0.02 -0.12 -0.06
H 3.322199 3.244356 0.994291 0.04 0.08 0.08
H -3.564731 1.503174 -1.362600 -0.12 -0.17 -0.01
H -4.728155 0.159674 -1.330189 0.10 -0.01 0.02
C 5.104740 -1.729285 -1.799915 -0.02 -0.03 0.02
Cl 4.338459 -1.826213 -3.381517 -0.02 0.00 0.01
Cl 4.105924 -0.786985 -0.677134 0.00 0.03 0.03
Cl 5.423216 -3.333886 -1.150181 0.09 0.04 -0.03
H 6.048700 -1.211390 -1.907263 0.00 0.00 -0.01
```
Positions in Å, forces in eV/Å.

Summary:
Charge: +1
E, eV: -151734.2202
HOMO, eV: -12.447
LUMO, eV: -4.729



Formula: C5H8O2
Source: the OMol25 dataset
Level of theory: wB97M-V/def2-TZVPD

```
15
Properties=species:S:1:pos:R:3:forces:R:3
C -0.729787 -0.505639 1.086341 -0.29 0.25 0.26
O 0.269483 -1.537616 0.996509 -0.43 -0.19 -0.77
C 0.799803 -1.188878 -0.182483 -0.35 0.25 -0.68
C 1.283985 0.205090 -0.104957 0.03 0.03 0.01
C -0.057879 0.756575 0.432013 -0.04 0.14 0.14
C -0.843366 0.842338 -0.870039 0.22 0.00 0.09
O -0.660123 -0.467483 -1.380408 1.01 -0.53 0.30
H -1.191033 -0.487572 2.064717 0.42 0.29 0.32
H -1.409375 -0.862809 0.313526 -0.76 0.32 0.76
H 1.205892 -2.044911 -0.708113 0.11 0.33 -0.38
H 1.517399 0.537980 -1.117027 0.06 0.35 0.29
H 2.135212 0.353842 0.564470 -0.09 -0.28 0.04
H 0.017517 1.636998 1.070798 -0.07 -0.02 -0.11
H -1.893929 1.128651 -0.636745 0.19 -0.63 -0.31
H -0.443800 1.633433 -1.528602 -0.01 -0.30 0.03
```
Positions in Å, forces in eV/Å.

Summary:
Charge: 0
E, eV: -9406.3501
HOMO, eV: -9.093
LUMO, eV: 0.906



Question: Number 1 is which compound?
Answer: C48H44BrCuNO4P2



What did the second record say?
Formula: CHCl2OPS
Source: the OMol25 dataset
Level of theory: wB97M-V/def2-TZVPD

```
7
Properties=species:S:1:pos:R:3:forces:R:3
C 0.222988 2.786955 0.092973 1.22 0.01 1.20
O -2.279338 0.559660 -0.942837 -0.54 -0.04 0.83
P -1.016931 0.977076 -1.514803 -0.87 1.71 0.35
S -0.426881 3.157049 1.415471 -0.31 0.23 0.33
Cl -1.086614 3.040741 -2.053166 -0.32 -1.33 -0.40
Cl -0.647989 0.195980 -3.203426 0.51 -1.19 -2.87
H 0.142897 0.555673 -0.904817 0.32 0.61 0.55
```
Positions in Å, forces in eV/Å.

Summary:
Charge: 0
E, eV: -48268.2322
HOMO, eV: -10.286
LUMO, eV: -0.653